Computed, not measured: a cluster of 9 separate species, C54H132O24P6 in total at a distorted geometry, with wB97M-V/def2-TZVPD.

SMILES: CCOP(=O)(OCC)OCC.CCOP(=O)(OCC)OCC.CCOP(=O)(OCC)OCC.CCOP(=O)(OCC)OCC.CCOP(=O)(OCC)OCC.CCOP(=O)(OCC)OCC.CCCCCC.CCCCCC.CCCCCC
Kohn-Sham gap: 10.69 eV
Total charge: 0
Strongest force on any atom: 0.07102 hartree/bohr
ΔE to the lowest compared entry with this formula, charge and spin: 0.0 kcal per mole

```
216
Properties=species:S:1:pos:R:3:forces:R:3:lowdin_charge:R:1
C 1.828 -2.538 -0.609 -0.7 0.0 -0.2 -0.0482
C 1.059 -1.764 -1.657 1.1 0.6 -1.1 -0.2480
O -0.205 -1.288 -1.176 -0.5 0.9 0.9 -0.1553
P -0.317 0.145 -0.470 -2.8 -0.2 -0.5 0.3760
O -1.680 0.516 -0.023 0.6 -0.8 -0.5 -0.2251
O 0.698 0.291 0.674 2.0 -0.3 0.6 -0.1750
C 0.445 -0.183 1.994 -0.6 0.1 0.6 -0.2488
C -0.231 0.913 2.765 0.1 1.4 0.3 -0.0600
O 0.291 1.113 -1.534 0.0 -0.9 -0.6 -0.1670
C 0.761 2.386 -1.249 0.5 2.8 -0.9 -0.2875
C -0.305 3.495 -1.129 0.4 -0.9 -0.3 -0.0403
H 1.293 -3.462 -0.393 0.1 -0.2 0.0 0.0641
H 2.838 -2.785 -0.941 -0.1 0.0 -0.1 0.0803
H 1.862 -1.968 0.307 0.3 0.1 0.3 0.0448
H 1.637 -0.886 -2.039 -0.3 -0.6 0.4 0.1087
H 0.841 -2.379 -2.535 0.0 0.1 0.2 0.0900
H -0.152 -1.101 1.966 0.2 0.1 -0.1 0.1112
H 1.404 -0.372 2.459 0.3 -0.4 -0.2 0.0845
H -1.113 1.313 2.250 0.1 -0.4 0.1 0.0516
H -0.525 0.588 3.773 0.2 0.1 -0.2 0.0901
H 0.482 1.780 2.830 -0.6 -0.8 0.2 0.0858
H 1.367 2.492 -0.352 0.3 -0.8 0.1 0.0880
H 1.358 2.642 -2.139 0.2 -0.1 0.5 0.1182
H 0.212 4.479 -1.072 -0.5 -0.6 0.2 0.0840
H -0.965 3.443 -1.984 -0.1 0.3 -0.4 0.0640
H -0.923 3.242 -0.282 -0.2 0.5 0.6 0.0584
C 4.150 0.578 -0.504 0.1 -0.9 0.8 -0.0259
C 4.771 -0.547 0.375 0.0 0.2 -1.7 -0.2477
O 4.550 -0.365 1.759 0.1 0.0 1.6 -0.1631
P 4.348 -1.670 2.649 -1.4 -0.6 -0.2 0.4359
O 3.180 -2.499 2.240 1.0 0.5 0.5 -0.2391
O 5.725 -2.439 2.571 0.5 0.9 -0.3 -0.1656
C 5.912 -3.837 2.672 0.5 -1.1 1.6 -0.2422
C 6.737 -4.223 3.966 -0.8 0.5 -1.6 -0.0450
O 4.256 -1.082 4.128 0.8 0.9 -1.8 -0.1713
C 3.620 -1.780 5.155 -1.3 -0.7 1.5 -0.2807
C 2.116 -1.483 5.243 0.7 0.8 -0.1 -0.0516
H 4.223 0.290 -1.545 -0.1 -0.3 -0.3 0.0615
H 3.106 0.734 -0.255 -0.2 0.0 0.1 0.0537
H 4.671 1.518 -0.449 0.3 0.4 0.5 0.0685
H 4.358 -1.523 0.098 -0.1 0.2 -0.2 0.0875
H 5.844 -0.579 0.174 0.1 0.0 0.2 0.1228
H 4.932 -4.308 2.683 0.0 -0.2 -0.1 0.0969
H 6.514 -4.198 1.834 -0.4 0.3 -0.2 0.1170
H 6.348 -3.742 4.852 -0.2 0.2 0.2 0.0603
H 6.680 -5.306 4.091 0.2 0.1 0.0 0.0758
H 7.757 -3.898 3.784 0.2 -0.1 0.3 0.0705
H 3.768 -2.850 5.071 0.1 -0.3 -0.2 0.1097
H 4.078 -1.474 6.098 0.2 0.0 -0.2 0.1236
H 1.990 -0.475 5.664 -0.1 -0.1 -0.3 0.0784
H 1.702 -1.527 4.235 -0.2 -0.2 0.2 0.0424
H 1.618 -2.158 5.931 0.0 -0.3 -0.1 0.0819
C 2.396 9.238 1.540 -0.6 -0.9 -0.3 -0.0569
C 1.658 9.785 2.749 2.3 -2.1 1.6 -0.3225
O 0.640 10.618 2.448 -2.8 1.9 -1.4 -0.1392
P -0.750 10.158 1.845 -2.0 0.4 2.5 0.3943
O -1.902 11.006 2.222 1.0 -0.4 0.0 -0.2243
O -0.648 10.074 0.308 1.2 -1.5 -0.9 -0.1689
C -1.321 10.925 -0.572 -0.1 1.9 -1.6 -0.2715
C -0.754 12.348 -0.493 0.4 0.0 1.0 -0.0729
O -0.865 8.643 2.403 1.3 1.5 -0.4 -0.1873
C -1.838 7.803 1.829 -0.6 -0.5 -0.9 -0.2665
C -1.169 6.618 1.140 -0.8 -0.4 -0.5 -0.0743
H 1.740 8.547 0.988 0.1 0.3 0.0 0.0689
H 2.728 10.008 0.874 -0.1 0.7 -0.4 0.0737
H 3.292 8.662 1.739 0.1 -0.1 0.7 0.0690
H 1.227 8.997 3.397 0.7 0.0 -0.4 0.1244
H 2.337 10.365 3.372 0.1 0.0 0.0 0.1240
H -1.116 10.601 -1.591 0.0 -0.6 0.1 0.1157
H -2.403 10.920 -0.427 0.2 -0.1 0.3 0.1228
H -0.965 12.717 0.509 0.0 0.2 0.1 0.0636
H 0.352 12.367 -0.598 -0.7 -0.2 -0.2 0.0895
H -1.205 13.059 -1.181 -0.1 -0.2 -0.3 0.0753
H -2.469 7.443 2.651 0.0 0.1 -0.3 0.1256
H -2.447 8.410 1.123 0.1 -0.6 0.4 0.1222
H -0.535 6.842 0.281 0.0 0.5 0.2 0.0699
H -0.600 6.036 1.842 0.4 -0.1 0.5 0.0662
H -1.921 5.917 0.745 0.0 0.3 0.2 0.0718
C -4.753 -7.247 5.699 0.2 0.0 -0.4 -0.0639
C -3.356 -6.704 5.453 -1.2 1.3 1.6 -0.3014
O -2.765 -7.457 4.459 0.2 -1.3 -1.2 -0.1571
P -1.310 -7.224 3.960 1.7 1.0 0.2 0.4074
O -0.255 -7.162 4.998 -1.0 -0.5 -0.8 -0.2353
O -1.119 -8.348 2.865 0.2 0.1 0.5 -0.1684
C -1.891 -8.343 1.657 0.3 -0.1 -1.0 -0.2340
C -1.179 -9.296 0.650 -0.2 0.8 0.2 -0.0482
O -1.399 -5.820 3.125 0.1 -1.2 0.5 -0.1866
C -0.101 -5.311 2.814 1.0 2.6 0.5 -0.2620
C -0.126 -3.743 2.794 -0.5 -0.4 -0.7 -0.0596
H -4.707 -8.255 6.115 0.0 0.1 0.0 0.0799
H -5.317 -6.598 6.368 0.1 0.0 0.0 0.0779
H -5.266 -7.292 4.736 -0.1 0.0 0.1 0.0792
H -3.407 -5.675 5.102 -0.1 0.2 0.1 0.1205
H -2.788 -6.703 6.391 0.2 -0.2 -0.3 0.1268
H -2.902 -8.664 1.884 -0.2 -0.2 0.1 0.1121
H -1.943 -7.290 1.302 0.1 -0.8 -0.1 0.1036
H -1.714 -9.444 -0.295 -0.3 0.3 0.3 0.0762
H -0.229 -8.844 0.384 0.2 0.0 0.0 0.0610
H -0.979 -10.289 1.051 -0.1 0.1 0.3 0.0743
H 0.632 -5.590 3.584 -0.3 -0.2 -0.3 0.1092
H 0.268 -5.621 1.843 -0.3 -0.5 -0.3 0.0891
H -0.507 -3.304 3.710 0.1 -0.2 0.4 0.0722
H 0.862 -3.303 2.573 -0.2 -0.5 0.1 0.0512
H -0.820 -3.367 2.023 0.2 -0.3 0.0 0.0583
C -0.301 1.654 -5.060 0.1 -0.2 0.4 -0.0485
C 1.151 1.234 -4.740 -1.3 0.8 0.8 -0.2555
O 1.669 0.638 -5.918 0.2 -1.3 -0.3 -0.1573
P 1.798 -0.935 -5.990 -0.1 0.0 -1.0 0.4089
O 2.487 -1.450 -7.178 -0.4 0.1 0.2 -0.2196
O 2.569 -1.277 -4.651 -0.6 0.9 0.4 -0.1710
C 3.352 -2.418 -4.520 1.9 -1.7 0.6 -0.2854
C 4.620 -2.170 -3.686 -0.4 0.7 0.3 -0.0511
O 0.273 -1.433 -5.816 1.0 1.5 -0.1 -0.1831
C 0.005 -2.809 -5.898 -0.8 -1.2 0.8 -0.2656
C -1.486 -3.078 -5.533 1.5 -0.4 -0.3 -0.0396
H -0.891 0.772 -5.289 0.1 -0.3 0.1 0.0578
H -0.849 2.178 -4.268 0.5 0.0 0.0 0.0645
H -0.328 2.238 -5.963 0.1 0.5 -0.3 0.0749
H 1.826 2.083 -4.578 -0.4 -0.1 0.3 0.1213
H 1.140 0.571 -3.841 0.3 0.3 -0.8 0.1017
H 2.840 -3.175 -3.942 -0.7 -0.2 -0.1 0.0832
H 3.617 -2.846 -5.492 -0.1 0.2 0.0 0.1204
H 5.067 -3.101 -3.334 -0.1 -0.2 -0.3 0.0773
H 5.390 -1.581 -4.176 0.0 0.1 -0.2 0.0751
H 4.336 -1.629 -2.770 0.0 -0.1 -0.2 0.0474
H 0.249 -3.204 -6.903 -0.1 0.2 0.4 0.1298
H 0.627 -3.318 -5.139 -0.2 -0.1 -0.4 0.0925
H -2.135 -2.814 -6.351 -0.3 0.4 -0.1 0.0694
H -1.507 -4.165 -5.458 -0.4 -0.1 0.2 0.0591
H -1.804 -2.632 -4.581 0.2 0.0 -0.3 0.0667
C -1.867 -4.537 -0.532 0.1 -0.5 -0.8 -0.0407
C -1.721 -4.651 -2.072 0.0 0.2 0.9 -0.2184
O -1.049 -5.895 -2.416 0.4 -0.1 0.4 -0.1699
P 0.534 -5.874 -2.484 0.0 -0.8 -0.1 0.4238
O 1.085 -4.620 -3.014 0.1 -0.2 -0.4 -0.2286
O 1.101 -6.225 -1.028 -1.0 -0.4 -0.2 -0.1811
C 2.522 -6.291 -0.908 1.3 0.1 0.0 -0.2753
C 2.980 -6.080 0.518 -0.2 0.0 0.7 -0.0653
O 0.859 -7.222 -3.281 -0.1 0.4 1.3 -0.1628
C 0.930 -7.305 -4.681 0.3 0.2 -1.6 -0.2788
C -0.420 -7.521 -5.347 -0.2 0.4 0.9 -0.0646
H -0.870 -4.633 -0.084 -0.2 0.2 0.0 0.0511
H -2.333 -3.588 -0.245 0.2 -0.1 -0.1 0.0755
H -2.472 -5.369 -0.140 0.1 0.3 -0.2 0.0785
H -2.683 -4.655 -2.588 0.1 -0.2 0.1 0.1225
H -1.103 -3.854 -2.480 -0.2 0.3 0.1 0.0809
H 2.942 -7.254 -1.205 -0.6 -0.1 -0.5 0.1213
H 2.895 -5.514 -1.583 0.4 -0.1 0.3 0.1055
H 2.700 -6.897 1.207 0.0 0.1 -0.5 0.0896
H 4.074 -5.957 0.609 -0.5 0.0 -0.4 0.0845
H 2.503 -5.196 0.907 0.0 0.6 0.3 0.0474
H 1.411 -6.395 -5.067 -0.1 -0.2 0.0 0.1156
H 1.571 -8.154 -4.957 0.0 0.2 0.5 0.1235
H -0.293 -7.661 -6.416 -0.1 0.2 -0.1 0.0806
H -0.889 -8.406 -4.941 -0.1 -0.4 0.1 0.0751
H -1.105 -6.700 -5.084 0.2 -0.1 -0.5 0.0662
C 3.900 6.131 -0.774 0.1 -0.1 -0.1 -0.1044
C 3.223 5.218 0.212 -0.7 0.2 0.5 -0.2906
C 4.118 4.652 1.294 0.2 0.0 0.5 -0.2247
C 3.314 3.649 2.139 0.2 0.2 0.4 -0.2189
C 4.100 2.916 3.245 -0.1 1.4 0.1 -0.2585
C 3.234 2.138 4.218 0.1 -1.0 -1.0 -0.1132
H 4.351 6.980 -0.289 0.1 0.5 0.4 0.0605
H 3.220 6.509 -1.536 0.0 -0.1 -0.1 0.0727
H 4.729 5.615 -1.238 0.1 -0.2 -0.4 0.0701
H 2.422 5.751 0.759 0.2 0.0 -0.3 0.1058
H 2.688 4.409 -0.276 0.1 -0.2 -0.4 0.0805
H 4.442 5.519 1.901 -0.1 -0.5 0.1 0.1198
H 5.054 4.205 0.941 -0.2 -0.1 -0.4 0.1126
H 2.491 4.249 2.552 0.0 -0.3 0.3 0.1148
H 2.832 2.899 1.505 0.1 0.0 -0.2 0.0904
H 4.872 2.293 2.798 0.0 -0.2 0.0 0.0992
H 4.625 3.681 3.835 0.1 0.0 -0.2 0.1086
H 2.697 1.369 3.624 0.0 0.3 0.6 0.0562
H 3.885 1.605 4.911 -0.2 0.0 0.2 0.0676
H 2.534 2.764 4.763 -0.1 0.1 0.0 0.0774
C -5.488 3.117 -4.420 -0.1 -0.2 -0.4 -0.1184
C -4.155 2.437 -4.739 0.4 -1.2 -0.5 -0.2602
C -4.183 0.881 -4.437 0.0 1.1 0.3 -0.2036
C -4.302 0.580 -2.936 -0.3 -1.1 0.0 -0.2180
C -4.227 -0.915 -2.494 -0.1 0.0 0.9 -0.2364
C -4.441 -1.005 -0.943 -0.3 -0.4 -0.7 -0.1123
H -5.459 4.154 -4.749 0.0 0.2 0.2 0.0630
H -5.662 3.076 -3.340 -0.1 0.1 -0.2 0.0558
H -6.363 2.671 -4.940 0.6 0.0 0.3 0.0823
H -3.833 2.536 -5.797 -0.6 0.1 0.4 0.1031
H -3.353 2.952 -4.191 -0.1 -0.3 0.2 0.0870
H -3.326 0.378 -4.898 0.1 0.2 0.2 0.0893
H -5.068 0.501 -4.947 -0.1 -0.2 -0.1 0.1021
H -3.538 1.126 -2.370 -0.1 0.1 0.0 0.1095
H -5.310 0.874 -2.588 0.5 0.4 -0.1 0.1008
H -5.011 -1.531 -2.972 0.2 0.4 0.0 0.1040
H -3.272 -1.422 -2.706 -0.1 0.4 -0.2 0.0837
H -3.660 -0.486 -0.388 0.2 -0.2 -0.1 0.0319
H -5.379 -0.526 -0.660 -0.2 0.0 -0.1 0.0472
H -4.540 -2.063 -0.630 0.3 0.5 0.0 0.0651
C -7.422 3.074 -0.257 -0.5 0.3 -0.2 -0.1340
C -6.471 2.098 0.446 0.1 1.7 0.1 -0.2445
C -5.547 2.918 1.425 -0.6 -1.4 0.3 -0.2075
C -4.607 1.977 2.193 0.3 0.9 0.3 -0.2148
C -3.779 2.675 3.311 -0.2 -0.1 -0.2 -0.2512
C -2.910 3.880 2.900 0.2 -1.2 -0.5 -0.1134
H -6.864 3.818 -0.833 0.0 0.0 0.0 0.0622
H -8.051 3.641 0.451 0.3 -0.2 0.0 0.0707
H -8.140 2.620 -0.957 0.4 -0.2 0.2 0.0673
H -7.075 1.359 0.965 0.2 -0.2 0.3 0.1033
H -5.862 1.604 -0.313 0.1 -0.1 0.2 0.0728
H -6.158 3.476 2.162 0.1 -0.1 -0.5 0.1187
H -4.919 3.614 0.866 -0.3 0.1 -0.1 0.1029
H -5.141 1.124 2.616 -0.2 0.1 0.2 0.1094
H -3.951 1.548 1.453 0.6 -0.3 -0.3 0.0865
H -4.432 2.991 4.125 -0.3 -0.1 0.0 0.0977
H -3.119 1.919 3.736 0.1 -0.1 0.1 0.0846
H -3.465 4.611 2.325 -0.2 0.3 0.1 0.0491
H -2.428 4.335 3.773 -0.1 0.0 -0.3 0.0761
H -2.139 3.472 2.220 0.0 0.4 0.3 0.0591
```
Positions in Å, forces in eV/Å.